29
Properties=species:S:1:pos:R:3:forces:R:3 method="wB97M-V/def2-TZVPD" total_charge=-1 gap_ev="6.88 / 7.40" multiplicity=7 homo_energy_ha="-0.1551 / -0.1706"
Er -0.220 -1.258 -2.457 0.399 -0.232 -0.650
Cl 1.423 0.054 -0.974 1.489 0.811 -0.496
C -1.312 -0.540 -4.429 -0.216 0.148 -0.126
C 1.597 -1.282 -3.942 0.219 -0.565 -0.327
H -0.923 -1.072 -5.308 0.163 -0.068 0.197
H -2.380 -0.678 -4.488 -0.822 0.131 -0.041
H -1.120 0.523 -4.645 -0.048 -0.036 0.107
H 1.420 -1.656 -4.959 -0.208 0.008 0.033
H 2.497 -1.793 -3.628 0.619 -0.120 0.292
H 1.870 -0.226 -4.069 -0.046 0.079 0.108
Cr -0.435 0.052 0.325 -0.722 -0.031 0.578
C -2.358 0.652 0.122 -0.347 -0.128 0.172
C -0.757 -1.842 -0.173 -1.124 -0.569 2.191
H -2.744 0.326 -0.859 -0.293 0.289 0.340
H -2.902 0.126 0.942 0.084 0.426 -0.623
H -2.381 1.753 0.263 -0.174 -0.595 -0.205
H -0.135 -2.142 0.774 -0.299 0.188 -1.694
H -1.805 -2.023 0.248 0.789 -0.035 -0.818
O -0.770 2.533 2.087 1.634 -0.853 1.171
C 0.060 1.757 2.585 -0.444 -0.408 -0.582
C 0.866 1.866 3.884 -0.490 0.500 -0.138
C 1.589 0.543 4.021 0.158 -0.469 0.084
C 1.250 -0.257 2.767 -0.497 -0.258 -0.965
O 1.595 -1.395 2.431 -0.248 1.877 1.020
N 0.413 0.552 2.013 -0.060 -0.177 0.035
H 1.559 2.697 3.779 -0.023 0.221 0.105
H 0.196 2.055 4.722 0.018 0.210 -0.044
H 2.662 0.668 4.067 0.324 -0.110 0.173
H 1.247 0.007 4.901 0.162 -0.237 0.104